Record 1
{"formula": "C5H8N2", "method": "wB97M-V/def2-TZVPD", "elements": ["C", "C", "C", "N", "C", "C", "N", "H", "H", "H", "H", "H", "H", "H", "H"], "xyz": [[-1.7416, -1.1900, -0.2153], [-0.9941, 0.0564, -0.6669], [-0.8673, 0.9904, 0.4745], [0.3202, 0.1316, 0.2491], [1.5490, 0.7763, -0.2277], [2.5916, -0.2230, -0.4859], [3.4102, -1.0192, -0.6623], [-1.7234, -1.4143, 0.8768], [-1.4388, -2.0998, -0.7460], [-2.7946, -1.0158, -0.4617], [0.4483, -0.6955, 0.8253], [-0.6589, 2.0399, 0.2572], [-1.3424, 0.8546, 1.4539], [1.2948, 1.2935, -1.1577], [1.9471, 1.5149, 0.4867]], "lumo_ha": 0.0250, "homo_ev": -7.7, "de_lowest_kj_mol": 391.6}

Record 2
{"formula": "C2H4AgFO", "method": "wB97M-V/def2-TZVPD", "elements": ["O", "C", "C", "H", "H", "H", "F", "Ag", "H"], "xyz": [[0.2695, -1.0686, -0.0920], [-1.1249, -0.8047, -0.2642], [-0.3443, 0.2611, 0.3737], [-1.7781, -1.3874, 0.3958], [-1.4206, -0.6512, -1.3094], [-0.5511, 0.6230, 1.3829], [-0.0659, 1.2777, -0.5210], [2.0195, -0.2920, -1.4499], [1.7700, 0.7009, 0.6085]], "lumo_ha": [-0.0272, -0.0272], "homo_ev": [-7.1, -7.1]}